DFT (wB97M-V/def2-TZVPD) results for a cluster of 2 separate species, C2H7OS in total in a non-equilibrium geometry.

CARTESIAN COORDINATES (ANGSTROEM)
C -0.13766 0.64716 1.82699
C 0.41762 -0.15800 0.58603
S -0.86151 -1.00029 -0.47870
H 0.41701 1.46595 1.94516
H -0.14406 -0.09259 2.72901
H -1.23050 0.90160 1.66131
H 1.13893 -0.97965 0.81116
H 0.91960 0.45198 -0.16218
H -0.54638 0.26156 -2.80557
H 0.12585 -1.11316 -2.78020
O -0.09889 -0.38455 -3.33300

Computed properties:
Relative energy (zero: lowest compared OMol25 entry of this formula, charge and spin) in kcal/mol: 18.1
Total energy in eV: -15070.6204
Highest occupied orbital energy in eV: -2.43
Total charge: -1
Spin multiplicity: 1